Density functional theory data (ωB97M-V/def2-TZVPD) for a structure of composition C19H18IrNOS in a non-equilibrium geometry.

Structure (XYZ):
```
41
Properties=species:S:1:pos:R:3
C -1.88 2.73 -0.86
C -0.78 3.16 -0.05
C 0.40 2.50 -0.55
H -0.83 3.82 0.81
C 0.01 1.63 -1.62
C -1.40 1.78 -1.83
H -1.99 1.28 -2.59
H -2.90 3.09 -0.76
H 1.39 2.63 -0.16
H 0.67 0.96 -2.17
C -1.76 -0.22 1.98
C -2.70 0.82 1.72
C -3.26 0.58 0.41
H -2.93 1.66 2.37
C -2.66 -0.61 -0.12
C -1.73 -1.10 0.85
H -1.08 -1.96 0.74
H -1.15 -0.30 2.87
H -4.04 1.18 -0.06
H -2.89 -1.07 -1.07
Ir -1.17 1.00 0.20
O 0.38 0.57 1.11
C 1.87 0.20 0.80
C 2.40 -0.46 -0.45
H 2.37 1.17 0.88
H 2.07 -0.40 1.70
H 2.72 0.24 -1.22
H 3.57 -1.68 -2.52
C 3.32 -2.36 -1.71
C 2.62 -1.83 -0.58
C 2.23 -2.76 0.46
H 1.65 -2.39 1.31
C 2.65 -4.08 0.41
H 2.41 -4.76 1.23
C 3.42 -4.55 -0.67
H 3.79 -5.57 -0.67
C 3.72 -3.68 -1.74
H 4.31 -4.06 -2.58
S -5.47 4.67 0.62
C -4.16 4.24 1.46
N -3.19 3.93 2.08
```

Output
Total charge = +1
2S+1 = 6
HOMO-LUMO gap (alpha / beta) = 6.27 / 5.54 eV
Relative energy (zero: lowest compared OMol25 entry of this formula, charge and spin) = 0.0000 eV
Max |F| = 6.5 eV/Å

For reference, the Löwdin charges in units of e are: -0.2055, -0.1270, -0.1605, 0.1142, -0.1284, -0.1720, 0.1286, 0.0954, 0.1105, 0.1150, -0.1687, -0.1555, -0.2191, 0.0882, -0.1520, -0.1302, 0.1234, 0.1276, 0.1191, 0.1278, 1.5127, -0.3751, -0.1433, -0.0319, 0.1045, 0.1100, 0.1041, 0.1154, -0.0241, -0.2372, -0.0263, 0.1022, -0.0739, 0.1110, -0.0616, 0.1103, -0.0717, 0.1137, 0.8254, -0.8257, 0.1309